ORCA calculation (ωB97M-V/def2-TZVPD) on 3 unconnected molecules or ions with the total composition C4H11N3 in a non-equilibrium geometry.

Bonds (Å) are listed after each position.
Cartesian coordinates (Å):
1 H -0.63246 4.07608 -0.77223  N2 1.140
2 N -0.30295 2.98657 -0.83860  H1 1.140, N3 1.207
3 N 0.85349 2.69977 -1.03014  N2 1.207, C4 1.534
4 C 1.96361 3.75754 -0.97638  N3 1.534, H5 1.152, H6 1.048, H7 1.041
5 H 1.58666 4.81025 -1.25266  C4 1.152
6 H 2.36698 3.61656 -0.01895  C4 1.048
7 H 2.74720 3.56947 -1.63532  C4 1.041
8 C -0.64886 -4.93137 0.66244  N9 1.144, H10 1.012
9 N -0.74257 -5.36806 -0.39047  C8 1.144
10 H -0.65941 -4.28983 1.44473  C8 1.012
11 C -0.20813 -1.27282 1.10219  C12 1.543, H13 1.057, H14 1.045, H15 1.066
12 C -1.39320 -1.42855 0.12646  C11 1.543, H16 1.084, H17 1.096, H18 1.016
13 H 0.66307 -1.61138 0.60826  C11 1.057
14 H -0.38631 -1.93831 1.88838  C11 1.045
15 H -0.12395 -0.25989 1.42431  C11 1.066
16 H -1.44452 -2.47125 -0.16709  C12 1.084
17 H -2.35311 -1.08856 0.53147  C12 1.096
18 H -1.28555 -0.85621 -0.70642  C12 1.016

## Properties
Charge: 0
SMILES: [H]/N=N\C.C#N.CC
ΔE to the lowest compared entry with this formula, charge and spin: 4.5104 eV
Highest occupied orbital energy: -8.969 eV
HOMO-LUMO gap: 10.0 eV